[1]
{"formula": "C26H22I2P2S2SbSe4W", "method": "ωB97M-V with the def2-TZVPD basis set", "elements": ["W", "S", "P", "C", "P", "S", "C", "C", "C", "C", "C", "C", "C", "C", "C", "C", "C", "C", "C", "C", "C", "C", "C", "C", "C", "C", "C", "C", "C", "C", "H", "H", "H", "H", "H", "H", "H", "H", "H", "H", "H", "H", "H", "H", "H", "H", "H", "H", "H", "H", "I", "C", "I", "H", "H", "Se", "Sb", "Se", "Se", "Se"], "positions_angstrom": [[-2.22561, 1.72557, 0.19963], [-1.98426, 1.64032, -2.20727], [-0.76140, 0.08544, -1.62132], [-0.80924, 0.09519, 0.12648], [0.47469, 0.99314, 0.89553], [-0.09888, 2.94245, 0.59093], [0.40237, 0.65612, 2.66468], [0.81092, 1.61648, 3.58354], [0.77572, 1.32758, 4.93835], [0.32763, 0.08771, 5.37431], [-0.06815, -0.87573, 4.45546], [-0.03111, -0.59395, 3.09885], [2.19742, 0.71996, 0.46914], [2.65883, -0.58414, 0.31363], [4.01110, -0.81497, 0.12998], [4.90007, 0.25233, 0.10627], [4.43957, 1.55086, 0.27036], [3.08640, 1.78906, 0.45235], [-1.45269, -1.44061, -2.26529], [-1.42258, -2.58843, -1.48013], [-1.88353, -3.78821, -2.00079], [-2.37476, -3.83612, -3.29716], [-2.40225, -2.68890, -4.08180], [-1.93964, -1.48907, -3.56947], [0.82052, 0.30183, -2.44861], [1.56514, -0.81614, -2.81652], [2.80748, -0.64771, -3.40552], [3.30744, 0.62952, -3.61831], [2.56191, 1.74410, -3.25879], [1.31602, 1.58455, -2.67737], [1.14243, 2.59197, 3.24761], [1.08589, 2.07501, 5.65596], [0.27771, -0.12518, 6.43374], [-0.41702, -1.84206, 4.79547], [-0.35189, -1.33544, 2.37583], [1.96601, -1.41844, 0.34400], [4.37452, -1.82694, 0.01080], [5.95629, 0.06962, -0.03988], [5.13479, 2.37947, 0.25921], [2.72827, 2.80353, 0.58122], [-1.04874, -2.53085, -0.46428], [-1.86347, -4.68420, -1.39480], [-2.73576, -4.77199, -3.70236], [-2.78302, -2.73177, -5.09318], [-1.95909, -0.59540, -4.18191], [1.17582, -1.81392, -2.65452], [3.38336, -1.51352, -3.70356], [4.27792, 0.75711, -4.07953], [2.95028, 2.73826, -3.43497], [0.72349, 2.45209, -2.40995], [-4.27357, -0.61838, 0.11032], [-4.30760, 1.51270, -0.28859], [-3.08559, 4.38413, 0.03420], [-5.07185, 1.94309, 0.34724], [-4.56542, 1.57239, -1.34020], [-3.90229, 0.38135, 6.28782], [-4.38331, 0.14558, 4.02179], [-6.60435, 1.09715, 3.46581], [-4.05510, -2.21906, 3.43125], [-2.77781, 1.54548, 2.46436]], "fmax_ev_per_a": 1.65, "s2": 2.011, "multiplicity": 3, "gap_ev": [5.99, 5.41], "charge": 1, "lumo_energy_ev": [-5.20, -5.73]}


[2]
{"formula": "C26H22MnN3O3PS", "method": "ωB97M-V with the def2-TZVPD basis set", "elements": ["Mn", "N", "C", "C", "C", "C", "C", "C", "N", "C", "C", "C", "S", "C", "N", "H", "H", "H", "H", "H", "H", "H", "O", "C", "O", "C", "P", "C", "C", "C", "C", "C", "C", "C", "C", "C", "C", "C", "C", "H", "H", "H", "H", "H", "H", "H", "H", "H", "H", "H", "H", "C", "C", "O", "H", "H", "H"], "positions_angstrom": [[-0.36710, -0.27614, -0.16009], [-0.21988, -4.53718, 0.22188], [-1.56751, -4.58689, 0.50594], [-2.40788, -5.63559, 0.85536], [-3.72152, -5.31218, 1.12323], [-4.19389, -3.99795, 1.00428], [-3.36269, -2.96100, 0.64160], [-2.01960, -3.25734, 0.42056], [-0.95145, -2.44191, 0.11287], [0.09798, -3.24247, -0.00220], [1.39692, -2.70316, -0.33812], [2.59592, -3.32305, -0.53791], [3.79019, -2.17688, -0.97181], [2.62157, -0.93370, -0.86156], [1.43579, -1.34126, -0.52180], [0.39884, -5.32723, 0.14553], [-2.04795, -6.65151, 0.92619], [-4.41125, -6.08978, 1.41507], [-5.23639, -3.80010, 1.20664], [-3.71906, -1.94746, 0.54041], [2.83832, -4.36640, -0.45230], [2.85865, 0.10041, -1.05425], [1.30779, 3.40135, -0.05630], [1.00949, 2.48406, 0.66611], [0.61831, 1.31542, 0.23383], [1.15459, 2.58058, 2.19683], [1.93400, 1.00003, 2.78188], [0.52234, -0.16931, 3.01098], [-0.84207, 0.14322, 2.93602], [-1.78826, -0.75470, 3.42852], [-1.40112, -1.98227, 3.93693], [-0.05853, -2.33247, 3.93009], [0.88920, -1.43808, 3.46709], [2.13146, 1.33966, 4.58097], [3.31487, 0.93563, 5.18795], [3.52364, 1.17089, 6.53797], [2.54753, 1.80664, 7.28748], [1.35725, 2.19654, 6.69091], [1.14537, 1.95902, 5.34381], [0.18896, 2.78330, 2.66397], [1.83488, 3.40347, 2.41834], [-1.16076, 1.14590, 2.66975], [-2.83110, -0.46934, 3.44356], [-2.13566, -2.65784, 4.35089], [0.25531, -3.29218, 4.31797], [1.94027, -1.69637, 3.50561], [4.07806, 0.44321, 4.59921], [4.45016, 0.86184, 7.00068], [2.70987, 1.99421, 8.33885], [0.58948, 2.68789, 7.27303], [0.20899, 2.25803, 4.89202], [-3.03514, 1.59203, -0.51586], [-1.94733, 0.60569, -0.75119], [-1.62215, 0.13844, -1.81750], [-3.98856, 1.06668, -0.60009], [-2.99357, 2.34689, -1.30192], [-2.97124, 2.05465, 0.46427]], "fmax_ev_per_a": 1.79, "s2": 6.274, "multiplicity": 5, "gap_ev": [7.05, 7.56], "charge": 1, "lumo_energy_ev": [-3.99, -3.49]}


[3]
{"formula": "C26H22MnN4OS3", "method": "ωB97M-V with the def2-TZVPD basis set", "elements": ["Mn", "C", "C", "N", "N", "C", "S", "S", "C", "C", "C", "C", "C", "C", "C", "C", "C", "C", "C", "C", "C", "O", "H", "H", "H", "H", "H", "H", "H", "H", "H", "H", "H", "H", "H", "H", "S", "C", "C", "C", "N", "C", "C", "C", "C", "C", "N", "C", "C", "H", "H", "H", "H", "H", "H", "H", "H"], "positions_angstrom": [[1.36003, -0.59333, -0.89817], [-2.74708, -0.98436, -2.09134], [-1.29477, -1.28789, -1.87503], [-0.47549, -0.34499, -1.44350], [-1.02833, 0.92361, -1.29619], [-0.18125, 1.81771, -0.94161], [1.50356, 1.65013, -0.64244], [-0.86072, 3.44574, -0.65414], [-1.83733, 3.72419, -2.16250], [-0.67452, 4.07920, -3.01889], [-0.04880, 5.34698, -2.83974], [1.05222, 5.69262, -3.59183], [1.55175, 4.78486, -4.51664], [0.94343, 3.52507, -4.70184], [-0.14286, 3.16414, -3.95026], [-0.82335, -2.62066, -2.17524], [-1.74537, -3.61706, -2.57841], [-1.32628, -4.86556, -2.95824], [0.03950, -5.17019, -2.96728], [0.97142, -4.23402, -2.58036], [0.54441, -2.97176, -2.17379], [1.47529, -2.09130, -1.79340], [-2.99875, 0.03143, -1.82253], [-3.34402, -1.66763, -1.48676], [-3.00701, -1.16203, -3.13509], [-2.51578, 4.55008, -1.96055], [-2.38577, 2.83257, -2.44705], [-0.46777, 6.04467, -2.12469], [1.51737, 6.66025, -3.46877], [2.41766, 5.04282, -5.11199], [1.33677, 2.85438, -5.45352], [-0.62346, 2.20433, -4.08985], [-2.80255, -3.40173, -2.59161], [-2.05005, -5.61011, -3.25699], [0.36931, -6.15220, -3.27954], [2.03022, -4.45045, -2.58042], [1.11571, -2.62418, 5.24780], [1.13929, -2.02371, 3.58012], [2.30999, -2.09421, 2.82803], [2.29891, -1.64388, 1.52646], [1.19622, -1.12959, 0.95889], [0.05967, -1.05787, 1.67321], [-0.00286, -1.49981, 2.97352], [0.68236, -1.08782, 6.05539], [1.67211, -0.18437, 6.40948], [1.28246, 0.99842, 7.02250], [0.01747, 1.31095, 7.29196], [-0.91472, 0.41815, 6.97181], [-0.64032, -0.79509, 6.35530], [3.21845, -2.49565, 3.25422], [3.19567, -1.68551, 0.91692], [-0.80213, -0.63583, 1.17537], [-0.93488, -1.43567, 3.51695], [2.71669, -0.39499, 6.22478], [2.02838, 1.72949, 7.31268], [-1.93614, 0.67976, 7.22410], [-1.43391, -1.49812, 6.14067]], "fmax_ev_per_a": 0.44, "s2": 3.806, "multiplicity": 4, "gap_ev": [7.05, 4.57], "charge": 2, "lumo_energy_ev": [-6.82, -9.30]}


[4]
{"formula": "C26H23AlCl5F2N6O2Se2", "method": "ωB97M-V with the def2-TZVPD basis set", "elements": ["Al", "Cl", "C", "C", "Cl", "C", "Cl", "C", "O", "C", "Cl", "C", "Cl", "C", "C", "C", "C", "N", "C", "Se", "N", "C", "C", "C", "C", "C", "C", "C", "C", "C", "C", "H", "H", "H", "H", "H", "H", "H", "H", "H", "H", "H", "H", "H", "H", "H", "H", "H", "H", "H", "H", "H", "H", "Se", "C", "N", "F", "C", "F", "H", "O", "N", "C", "C", "N", "C", "N"], "positions_angstrom": [[-1.36824, -1.37342, -2.92872], [-1.79518, 5.66096, -3.07385], [-2.05191, 3.95846, -2.99620], [-2.29821, 3.33933, -1.77465], [-2.35788, 4.28286, -0.33000], [-2.49431, 1.96538, -1.71144], [-2.77028, 1.17473, -0.21017], [-2.44376, 1.16961, -2.86190], [-2.60414, -0.13453, -2.77453], [-2.22108, 1.81413, -4.08698], [-2.18821, 0.84210, -5.50531], [-2.01917, 3.18699, -4.15438], [-1.72456, 3.93466, -5.67514], [3.76904, -3.44005, 2.58045], [2.95685, -2.50702, 3.47056], [1.49100, -2.92006, 3.58995], [0.66961, -2.64667, 2.33308], [0.48722, -1.22541, 2.09685], [1.04407, -0.50872, 1.08138], [2.24963, -1.10122, -0.15833], [0.53310, 0.75174, 1.15639], [0.80603, 1.80728, 0.18525], [2.10317, 2.54891, 0.47605], [2.06590, 3.39344, 1.74755], [1.22860, 4.66016, 1.60090], [-0.36091, 0.83301, 2.21389], [-1.13965, 1.87396, 2.69201], [-1.96427, 1.60550, 3.77511], [-2.01075, 0.33825, 4.35713], [-1.22619, -0.70245, 3.88000], [-0.39621, -0.42849, 2.80448], [4.81400, -3.12970, 2.53990], [3.39307, -3.43334, 1.55704], [3.73576, -4.46501, 2.95950], [3.01521, -1.48733, 3.07852], [3.39679, -2.48143, 4.47137], [1.02747, -2.40234, 4.43435], [1.42939, -3.99118, 3.80815], [-0.32388, -3.09461, 2.40674], [1.15132, -3.04939, 1.44305], [-0.05728, 2.47463, 0.19289], [0.86427, 1.33983, -0.79714], [2.32293, 3.18081, -0.38942], [2.90129, 1.80563, 0.52750], [3.08767, 3.67240, 2.01811], [1.68984, 2.78851, 2.57926], [1.65740, 5.31726, 0.84113], [1.17706, 5.21725, 2.53806], [0.20538, 4.44119, 1.28926], [-1.12553, 2.84967, 2.22650], [-2.59289, 2.39389, 4.16779], [-2.67442, 0.16118, 5.19326], [-1.26841, -1.68690, 4.32575], [1.82587, 1.98295, -3.59912], [0.83634, 0.54299, -3.42378], [0.16777, -0.41255, -3.31962], [-2.02244, -3.63379, -1.35379], [-1.13616, -2.55760, -1.32781], [-1.42197, -1.88192, -0.13869], [-0.14049, -2.98765, -1.18399], [-1.83306, -2.39124, -4.34521], [-1.01988, -3.42927, -4.42415], [-1.27104, -4.22874, -5.40345], [-0.43363, -5.38328, -5.56323], [0.21048, -6.32148, -5.71740], [-2.34730, -4.01763, -6.33543], [-3.21024, -3.85519, -7.07527]], "fmax_ev_per_a": 0.13, "multiplicity": 1, "gap_ev": 7.42, "charge": -1, "lumo_energy_ev": 2.00}


[5]
{"formula": "C26H23AsAuO7P2S6Te", "method": "ωB97M-V with the def2-TZVPD basis set", "elements": ["Au", "O", "P", "O", "O", "O", "P", "O", "O", "O", "H", "H", "Te", "C", "C", "C", "C", "S", "H", "H", "H", "C", "S", "C", "C", "S", "S", "C", "S", "S", "H", "H", "H", "C", "C", "C", "C", "C", "C", "As", "C", "C", "C", "C", "C", "C", "C", "C", "C", "C", "C", "C", "H", "H", "H", "H", "H", "H", "H", "H", "H", "H", "H", "H", "H", "H", "H"], "positions_angstrom": [[2.05711, 0.97298, -0.06404], [3.74853, 0.50017, 4.10263], [2.53490, 0.50130, 3.07619], [1.26405, 0.08853, 3.68383], [2.97995, -0.15605, 1.79561], [2.42206, 2.15026, 2.77773], [3.65010, 2.80274, 1.93078], [3.13968, 4.33992, 1.99708], [4.93713, 2.62224, 2.62308], [3.52368, 2.43618, 0.47107], [4.44118, 1.04613, 3.70549], [3.60379, 4.79531, 2.69754], [0.56008, 2.94067, 1.17017], [-0.68819, 3.35586, -0.49503], [-2.05463, 3.41361, -0.55393], [-2.55344, 3.97904, -1.74264], [-1.56616, 4.34476, -2.59873], [-0.00339, 4.00216, -1.96210], [-2.67061, 3.05911, 0.25318], [-3.59983, 4.13078, -1.94327], [-1.65405, 4.81265, -3.55814], [-2.51217, -2.23711, 2.82238], [-3.65119, -0.83182, 3.03322], [-2.57753, 0.35342, 3.75125], [-1.57221, 0.98083, 3.09850], [-1.17789, 0.68630, 1.45645], [-0.65604, 2.15991, 4.02545], [-1.63150, 2.05564, 5.47090], [-1.42301, 3.03453, 6.76377], [-2.87188, 0.84049, 5.40753], [-2.99982, -2.93786, 2.15251], [-2.32217, -2.70434, 3.78373], [-1.59055, -1.86970, 2.38411], [3.10093, -2.22512, -4.64274], [2.49032, -3.14192, -3.80459], [1.72559, -2.70414, -2.73636], [1.57670, -1.34300, -2.48960], [2.23256, -0.43072, -3.31328], [2.97512, -0.86714, -4.39358], [0.61750, -0.62808, -0.95588], [0.19014, -2.25035, -0.01601], [0.85468, -2.53422, 1.17024], [0.60466, -3.72971, 1.82682], [-0.30365, -4.63990, 1.31280], [-0.94394, -4.37176, 0.11255], [-0.69773, -3.18381, -0.55221], [-1.02573, -0.07849, -1.82968], [-0.94295, 0.76397, -2.93546], [-2.08989, 1.24748, -3.53686], [-3.33284, 0.89254, -3.03938], [-3.42613, 0.05661, -1.93885], [-2.27856, -0.42127, -1.32906], [3.69134, -2.56925, -5.47911], [2.61245, -4.20242, -3.97739], [1.25594, -3.42542, -2.07208], [2.17818, 0.62872, -3.07194], [3.47038, -0.15168, -5.03283], [1.55007, -1.81631, 1.59300], [1.12479, -3.94330, 2.74710], [-0.51300, -5.56068, 1.84078], [-1.63662, -5.09138, -0.30134], [-1.19046, -2.96763, -1.49752], [0.03016, 1.05861, -3.31066], [-2.01249, 1.91286, -4.38560], [-4.22646, 1.28539, -3.50246], [-4.39648, -0.20323, -1.53921], [-2.35060, -1.03387, -0.43589]], "fmax_ev_per_a": 3.44, "multiplicity": 1, "gap_ev": [5.24, 5.24], "charge": -1, "lumo_energy_ev": [0.57, 0.57]}


[6]
{"formula": "C26H23AuIO3P", "method": "ωB97M-V with the def2-TZVPD basis set", "elements": ["Au", "C", "C", "C", "O", "C", "O", "O", "H", "H", "H", "H", "H", "H", "H", "I", "C", "C", "C", "C", "C", "C", "C", "C", "C", "P", "C", "C", "C", "C", "C", "C", "C", "C", "C", "C", "C", "C", "C", "H", "H", "H", "H", "H", "H", "H", "H", "H", "H", "H", "H", "H", "H", "H", "H"], "positions_angstrom": [[-0.68863, 1.73549, 1.15036], [-5.81840, 0.08144, 1.46011], [-4.48250, -0.08372, 0.87111], [-3.73252, -1.33939, 0.90041], [-3.92277, 0.87923, 0.24203], [-2.23822, -0.15672, 4.01497], [-2.63756, -1.19270, 4.33120], [-1.86368, 0.89311, 3.68204], [-6.54629, -0.22553, 0.69510], [-6.03409, 1.11693, 1.72551], [-5.96130, -0.58059, 2.31122], [-4.08173, -1.93851, 0.04603], [-3.95695, -1.91655, 1.79551], [-2.66216, -1.17620, 0.76132], [-4.47237, 1.68497, 0.19761], [1.05543, 3.13946, 2.61141], [2.82792, 2.33106, 1.68321], [3.84945, 3.03449, 2.27221], [5.19852, 2.76542, 2.01302], [5.48807, 1.75630, 1.15907], [4.46448, 1.01496, 0.52196], [4.92402, -0.00429, -0.34675], [4.06658, -0.79252, -1.03986], [2.70087, -0.54821, -0.88280], [2.17600, 0.43225, -0.06251], [0.36427, 0.36990, -0.31020], [-0.11529, -1.35680, -0.01372], [-0.48511, -2.22871, -1.03265], [-0.87276, -3.52869, -0.72399], [-0.87833, -3.96285, 0.59311], [-0.48885, -3.09971, 1.61294], [-0.11469, -1.80087, 1.31131], [0.04355, 0.77021, -2.04034], [1.01038, 1.35309, -2.85224], [0.68939, 1.72462, -4.15221], [-0.58780, 1.51321, -4.64310], [-1.56157, 0.94118, -3.83051], [-1.25194, 0.58443, -2.53111], [3.05948, 1.27158, 0.73005], [3.62554, 3.82534, 2.97499], [5.96868, 3.34594, 2.50012], [6.51422, 1.49442, 0.93785], [5.99411, -0.13712, -0.44026], [4.41350, -1.57426, -1.70021], [2.02382, -1.16860, -1.45909], [-0.46909, -1.90510, -2.06573], [-1.15394, -4.20598, -1.51961], [-1.16766, -4.97894, 0.82635], [-0.46745, -3.44490, 2.63841], [0.20309, -1.13084, 2.10476], [2.01291, 1.51736, -2.48044], [1.44395, 2.17794, -4.78046], [-0.83016, 1.79577, -5.65858], [-2.55931, 0.77730, -4.21540], [-2.01510, 0.15089, -1.89352]], "fmax_ev_per_a": 0.42, "multiplicity": 1, "gap_ev": 6.03, "charge": 2, "lumo_energy_ev": -7.43}